Record 1
# C5H11NO3S

A structure of composition C5H11NO3S at a distorted geometry (the ωB97M-V functional and the def2-TZVPD basis, OMol25).

relative energy (zero: lowest compared OMol25 entry of this formula, charge and spin) = 59.6 kcal per mole
LUMO = 0.617 eV
HOMO-LUMO gap = 11.01 eV
calculated total energy = -23828.4668 eV

```
21
Properties=species:S:1:pos:R:3:forces:R:3
C 0.964 -0.721 -0.073 2.192 2.668 -1.862
C -0.521 -0.478 -0.268 -0.976 -0.357 0.016
C -1.306 -1.802 -0.238 1.974 -1.687 1.167
C -1.266 0.549 0.605 0.960 -0.650 -0.070
C 2.051 1.804 -0.484 1.488 -0.410 -0.288
N 1.831 0.484 -1.119 -2.326 -3.659 1.733
O 0.638 1.070 -3.303 0.361 0.651 -0.719
O 0.857 -1.308 -2.753 0.744 0.255 0.700
O -0.670 0.149 -1.564 0.439 -0.487 0.002
S 0.717 0.051 -2.326 0.293 1.961 -0.896
H 1.275 -0.468 0.904 0.599 -0.123 1.068
H 1.453 -1.564 -0.570 -0.720 -0.208 0.828
H -0.642 -2.698 -0.537 -1.017 1.422 0.281
H -2.048 -1.682 -0.982 -1.186 -0.233 -0.416
H -1.693 -2.052 0.806 0.243 0.527 -1.484
H -2.268 0.564 0.052 1.170 0.485 1.418
H -0.673 1.527 0.503 -1.372 -1.283 0.622
H -1.290 0.065 1.641 -0.343 1.370 -1.152
H 2.701 2.429 -1.105 -0.394 -0.227 -0.448
H 1.176 2.344 -0.259 -1.200 0.668 0.264
H 2.692 1.737 0.442 -0.928 -0.682 -0.763
```
Positions in Å, forces in eV/Å.

Löwdin atomic charge list, values in e, 2 entries:
1. C 0.003
2. C -0.625



Record 2
# C2H5NO

A structure of composition C2H5NO at a distorted geometry (the ωB97M-V functional and the def2-TZVPD basis, OMol25).

relative energy (zero: lowest compared OMol25 entry of this formula, charge and spin) = 92.5 kcal per mole
LUMO = 0.783 eV
HOMO-LUMO gap = 9.97 eV
calculated total energy = -5689.2192 eV

```
9
Properties=species:S:1:pos:R:3:forces:R:3
C 0.204 -0.612 -1.191 -0.261 1.666 2.011
N -0.081 0.563 -0.024 -1.471 -0.586 0.506
C -0.027 0.272 1.307 -0.105 -0.193 0.095
O 0.668 -0.594 1.788 -0.417 0.165 -0.170
H 0.226 -1.545 -0.611 0.567 0.508 -0.084
H -0.740 -0.624 -1.774 1.051 0.566 -0.116
H 0.953 0.298 -0.857 0.613 -2.158 -2.734
H -0.583 1.375 -0.354 -0.273 -0.197 0.218
H -0.732 0.885 1.892 0.297 0.229 0.273
```
Positions in Å, forces in eV/Å.

Löwdin atomic charge list, values in e, 2 entries:
1. C -0.002
2. N -0.075



Record 3
# C4H13NOS

A cluster of 2 separate species, C4H13NOS in total (the ωB97M-V functional and the def2-TZVPD basis, OMol25).

relative energy (zero: lowest compared OMol25 entry of this formula, charge and spin) = 19.1 kcal per mole
structure (SMILES) = CNCCCS.O
LUMO = 0.796 eV
HOMO-LUMO gap = 9.83 eV
calculated total energy = -18731.1813 eV

```
20
Properties=species:S:1:pos:R:3:forces:R:3
C -0.236 1.325 -0.487 -0.186 -0.687 -0.406
C -0.822 0.553 -1.695 -0.136 0.798 -0.222
S 0.324 -0.356 -2.776 -0.016 -0.284 0.108
C 0.872 0.640 0.291 0.322 0.167 0.272
N 0.355 -0.186 1.369 -0.167 -0.313 0.193
C 1.416 -0.713 2.214 -0.072 0.356 -0.007
H 0.064 2.326 -0.789 0.055 -0.038 -0.118
H -1.085 1.400 0.181 -0.099 0.486 0.368
H -1.325 1.282 -2.335 0.011 -0.013 0.122
H -1.623 -0.116 -1.376 0.332 -0.334 -0.006
H 1.428 0.349 -2.506 -0.038 0.110 -0.043
H 1.544 0.078 -0.369 -0.034 -0.075 -0.091
H 1.518 1.389 0.768 -0.234 0.019 -0.053
H -0.172 -0.982 1.025 -0.039 0.146 -0.303
H 1.957 0.141 2.636 -0.125 -0.202 0.279
H 2.156 -1.296 1.664 0.091 -0.296 -0.065
H 0.953 -1.325 2.994 0.375 0.079 0.026
H -2.523 -0.629 2.609 0.516 -0.091 0.506
H -1.112 -0.547 3.231 -0.012 0.259 -0.298
O -1.990 -0.913 3.373 -0.544 -0.087 -0.261
```
Positions in Å, forces in eV/Å.

Löwdin atomic charge list, values in e, 2 entries:
1. C -0.238
2. C -0.566



Record 4
# C5H11N2O

A cluster of 2 separate species, C5H11N2O in total at a distorted geometry (the ωB97M-V functional and the def2-TZVPD basis, OMol25).

relative energy (zero: lowest compared OMol25 entry of this formula, charge and spin) = 61.6 kcal per mole
LUMO = -3.484 eV
HOMO-LUMO gap = 10.38 eV
calculated total energy = -10382.9339 eV
net charge = +1

```
19
Properties=species:S:1:pos:R:3:forces:R:3
C -0.520 -1.277 0.444 0.083 -2.406 1.028
C -0.964 0.125 0.392 -0.613 -0.322 -3.008
C 2.938 -0.229 0.591 0.743 -0.547 -0.587
C -2.054 0.328 1.360 -2.162 2.734 -0.088
C -0.737 0.954 -0.670 0.009 -1.445 2.585
N 2.881 -0.469 -0.583 -1.315 0.995 -0.506
N 0.339 0.919 -1.686 0.345 -2.803 2.172
O 2.967 0.090 1.690 -0.215 0.334 1.130
H -0.581 -1.715 1.516 0.587 0.861 -1.778
H 0.462 -1.416 0.013 0.362 -0.325 0.075
H -2.017 1.301 1.881 0.791 -0.628 0.501
H -3.096 0.538 0.984 0.963 -0.782 -0.634
H -2.139 -0.528 1.978 -0.048 -0.286 0.992
H -1.306 1.833 -0.654 -0.351 1.436 -0.593
H 1.082 0.163 -1.558 -0.274 1.436 1.152
H 3.196 -1.084 -1.279 0.788 -0.854 -0.181
H 0.702 1.832 -1.720 1.227 1.354 -0.361
H -1.218 -1.979 -0.130 0.645 1.212 0.546
H 0.063 0.614 -2.566 -1.565 0.035 -2.444
```
Positions in Å, forces in eV/Å.

Löwdin atomic charge list, values in e, 2 entries:
1. C -0.062
2. C -0.311



Record 5
# C3H2NOS

The ion C3H2NOS with charge -1 at a distorted geometry (the ωB97M-V functional and the def2-TZVPD basis, OMol25).

relative energy (zero: lowest compared OMol25 entry of this formula, charge and spin) = 134.5 kcal per mole
LUMO (alpha / beta) = 4.135 / 4.135 eV
HOMO-LUMO gap (alpha / beta) = 6.46 / 6.26 eV
calculated total energy = -17510.8128 eV
net charge = -1

```
8
Properties=species:S:1:pos:R:3:forces:R:3
C 1.284 0.441 0.347 0.709 -0.624 -0.539
C -0.831 -0.932 0.414 -0.570 -0.622 -0.568
C 0.367 -0.549 0.527 0.299 -0.108 -0.068
N -1.241 0.920 -1.430 1.407 0.886 -0.703
O -1.702 0.191 -0.623 -2.871 -1.002 1.038
S 2.214 0.815 -1.076 -0.370 -0.282 1.364
H 1.513 0.854 1.341 0.130 0.700 -0.504
H -1.604 -1.741 0.500 1.266 1.053 -0.020
```
Positions in Å, forces in eV/Å.

Löwdin atomic charge list, values in e, 2 entries:
1. C -0.761
2. C -0.058



Record 6
# C18H36NO21

A cluster of 7 separate species, C18H36NO21 in total at a distorted geometry (the ωB97M-V functional and the def2-TZVPD basis, OMol25).

relative energy (zero: lowest compared OMol25 entry of this formula, charge and spin) = 101.3 kcal per mole
LUMO = 2.601 eV
HOMO-LUMO gap = 6.84 eV
calculated total energy = -63731.8941 eV
net charge = -1

```
76
Properties=species:S:1:pos:R:3:forces:R:3
N -0.119 0.982 -0.321 -0.637 -3.262 0.759
O 0.907 1.059 -0.937 3.270 2.303 -1.771
O -0.450 -0.147 0.013 -1.152 -2.450 1.207
O -0.861 1.885 -0.017 -1.231 3.798 0.228
C 0.039 -5.938 1.231 0.551 0.286 -0.408
O -0.740 -5.078 2.000 -1.344 2.233 -0.016
C -0.942 -3.791 1.496 1.558 1.591 -3.719
O -0.407 -3.188 0.507 -1.775 -3.703 4.267
O -1.896 -3.269 2.233 -0.772 -1.572 0.787
C -2.316 -1.990 1.928 0.774 3.941 -0.399
H -0.423 -6.135 0.264 0.088 0.035 -0.110
H 0.097 -6.864 1.803 0.347 0.106 -0.097
H 0.977 -5.397 1.105 0.454 -0.797 -0.448
H -2.327 -1.668 0.887 0.037 -0.884 -0.336
H -1.585 -1.281 2.315 0.420 -0.063 0.026
H -3.208 -1.573 2.396 -0.459 -1.454 0.345
C -0.454 1.351 3.378 -0.773 -0.910 -0.401
O -0.942 1.825 4.635 0.999 1.523 0.862
C -1.841 1.161 5.348 0.389 -0.655 -3.398
O -2.336 0.127 5.012 -0.396 -1.555 -0.021
O -2.221 1.881 6.333 -1.435 1.889 3.544
C -3.440 1.448 7.017 0.165 -0.140 -0.457
H -0.126 2.149 2.712 -0.125 0.388 0.610
H -1.313 0.896 2.885 0.437 -0.399 -0.248
H 0.380 0.667 3.536 -0.213 -0.193 -0.051
H -3.272 0.578 7.652 0.192 -0.174 -0.399
H -4.195 1.253 6.256 0.092 -0.282 0.115
H -3.842 2.214 7.681 0.671 0.482 -0.307
C 1.743 -3.328 3.308 0.388 0.270 -0.316
O 2.190 -1.958 3.069 -0.743 -1.349 3.783
C 2.577 -1.417 1.973 -0.142 -0.796 -4.350
O 2.219 -1.826 0.855 1.923 1.765 2.653
O 3.437 -0.378 2.307 -1.212 -1.411 0.647
C 3.941 0.352 1.220 0.080 -0.750 -1.258
H 0.961 -3.355 4.067 -0.360 0.689 -0.448
H 2.529 -3.892 3.810 0.563 0.256 -0.337
H 1.443 -3.873 2.413 0.054 0.562 -0.040
H 4.659 -0.275 0.692 0.085 -0.168 -0.238
H 4.525 1.211 1.551 -0.726 0.180 0.253
H 3.092 0.496 0.551 0.258 0.850 -0.284
C -3.529 -3.971 -1.233 0.638 0.672 -0.429
O -3.965 -2.668 -1.639 -1.945 -0.850 -0.011
C -3.103 -1.724 -1.974 0.472 2.182 1.136
O -1.919 -1.786 -2.053 0.226 -0.696 -0.626
O -3.821 -0.559 -2.025 -1.527 -1.346 -0.226
C -3.189 0.684 -2.137 1.715 0.529 -0.254
H -3.222 -3.891 -0.190 0.556 -0.211 -0.194
H -2.765 -4.255 -1.956 0.418 -0.325 0.613
H -4.330 -4.709 -1.267 -0.394 0.542 -0.300
H -2.938 0.936 -3.167 0.107 -0.348 -0.271
H -2.269 0.654 -1.553 -0.034 0.294 -0.013
H -3.809 1.525 -1.826 -0.431 -0.596 0.495
C -1.640 -0.709 -5.846 -0.993 -1.817 0.316
O -1.193 0.545 -5.568 0.858 3.467 0.449
C -0.578 0.942 -4.423 1.652 -0.301 1.493
O -0.179 0.211 -3.529 -1.047 1.595 -2.057
O -0.373 2.319 -4.508 -3.309 -3.328 -2.912
C 0.315 3.000 -3.564 2.073 0.409 1.940
H -1.767 -0.773 -6.927 0.550 -0.158 -0.042
H -2.655 -0.853 -5.474 -0.149 0.004 0.403
H -1.025 -1.494 -5.408 0.182 -0.025 -0.218
H 0.184 4.073 -3.709 -0.187 -0.097 -0.233
H 1.360 2.753 -3.752 0.310 0.359 0.646
H 0.042 2.738 -2.542 0.070 -0.120 0.047
C 4.290 2.007 -2.074 -1.078 -1.261 -1.271
O 4.844 3.299 -1.914 0.016 1.533 0.516
C 4.227 4.375 -2.491 -2.068 -2.039 -1.705
O 3.342 4.358 -3.348 1.578 -0.564 1.442
O 4.707 5.483 -2.004 0.824 1.487 0.849
C 4.130 6.694 -2.519 -0.059 0.290 -1.077
H 3.228 1.922 -1.842 -0.237 0.619 -0.309
H 4.680 1.185 -1.474 1.003 0.929 0.674
H 4.490 1.664 -3.089 -0.373 0.149 -0.219
H 4.616 7.568 -2.084 -0.103 -0.476 0.648
H 3.042 6.722 -2.466 0.106 -0.169 0.644
H 4.309 6.819 -3.587 0.281 -0.511 -0.171
```
Positions in Å, forces in eV/Å.

Löwdin atomic charge list, values in e, 2 entries:
1. N -0.687
2. O -0.032



Record 7
# C37H47N4O5SSi2SmTe

A structure of composition C37H47N4O5SSi2SmTe at a distorted geometry (the ωB97M-V functional and the def2-TZVPD basis, OMol25).

relative energy (zero: lowest compared OMol25 entry of this formula, charge and spin) = 0.0 kcal per mole
multiplicity = 6
LUMO (alpha / beta) = -5.643 / -5.198 eV
HOMO-LUMO gap (alpha / beta) = 7.74 / 8.18 eV
calculated total energy = -107109.1205 eV
net charge = +2

```
98
Properties=species:S:1:pos:R:3:forces:R:3
Sm 1.108 0.191 0.423 0.148 0.254 -1.181
O 7.624 2.897 -0.981 0.596 -0.096 0.122
C 7.685 1.756 -0.149 -0.896 -0.274 0.110
C 6.220 1.298 -0.041 0.549 1.107 -0.066
C 5.856 0.019 0.305 0.340 -0.808 0.722
C 4.534 -0.299 0.441 -1.322 1.191 -0.007
N 3.536 0.627 0.274 0.455 -1.479 -0.534
C 3.874 1.863 -0.094 0.185 0.560 0.012
C 5.198 2.236 -0.243 0.358 -0.645 -0.046
C 2.783 2.865 -0.346 0.137 0.149 0.260
C 3.002 4.228 -0.206 -0.529 -0.523 -0.025
C 1.960 5.138 -0.439 0.767 -0.590 -0.221
C 2.182 6.588 -0.267 -0.551 1.084 0.073
O 1.102 7.267 -0.936 0.905 1.657 1.060
C 0.754 4.644 -0.885 -1.136 -0.504 0.123
C 0.595 3.268 -0.932 0.575 -0.215 0.062
N 1.569 2.384 -0.673 0.004 0.116 0.100
H 8.520 3.148 -1.223 0.042 0.138 -0.035
H 8.026 1.993 0.881 -0.052 -0.005 -0.430
H 8.351 0.962 -0.548 -0.519 0.326 0.115
H 6.576 -0.738 0.607 0.083 0.124 -0.433
H 4.234 -1.296 0.725 -0.150 -0.081 0.062
H 5.440 3.233 -0.544 0.201 0.258 -0.140
H 3.971 4.537 0.132 0.219 0.408 0.063
H 3.132 6.868 -0.726 0.121 -0.015 0.089
H 2.239 6.825 0.828 -0.132 -0.090 -0.767
H 1.217 8.251 -0.760 -0.298 -1.848 -0.400
H -0.121 5.272 -1.097 0.690 -0.145 0.065
H -0.341 2.808 -1.173 -0.487 0.096 -0.127
O -1.202 1.828 1.320 -0.504 -0.241 0.295
C -1.312 2.203 2.697 -0.236 -0.255 -0.102
C -2.317 3.053 3.140 0.758 -0.213 -0.447
C -2.257 3.406 4.488 -0.286 0.232 0.130
C -1.208 2.990 5.303 0.536 0.271 1.074
C -0.168 2.178 4.843 -1.089 -0.025 -0.724
C -0.316 1.708 3.546 0.122 -0.149 -0.922
C 0.630 0.837 2.771 0.036 2.057 2.101
O 1.678 1.409 2.356 -0.192 -0.969 -0.402
O 0.279 -0.313 2.382 -0.016 -0.824 0.435
H -2.029 1.377 1.046 0.603 0.371 0.260
H -3.006 3.452 2.385 0.028 -0.107 0.703
H -3.020 4.051 4.926 0.187 -0.151 -0.221
H -1.152 3.336 6.353 -0.219 -0.170 -0.809
H 0.684 1.898 5.441 -0.054 -0.049 0.191
C -2.929 3.851 -1.790 -0.262 -0.281 0.270
Si -2.774 2.495 -3.105 -0.354 0.249 0.089
C -1.209 2.564 -4.081 0.129 -0.176 -0.406
C -4.222 2.498 -4.283 -0.095 -0.206 -0.181
C -2.892 0.807 -2.245 0.265 -0.203 0.289
Te -1.086 -0.321 -1.960 -0.479 -0.839 -0.387
C -1.966 -2.354 -1.673 0.257 1.490 1.319
Si -3.390 -2.413 -0.386 0.332 -0.039 -0.322
C -3.501 -4.212 0.173 0.656 0.352 -0.487
C -5.073 -1.813 -0.908 -0.678 -0.142 -0.479
C -2.854 -1.281 1.000 1.401 0.376 -1.095
H -2.772 4.858 -2.154 -0.115 0.238 -0.518
H -2.263 3.810 -0.922 -0.055 -0.444 -0.030
H -3.962 3.813 -1.405 0.279 0.055 -0.045
H -1.216 3.416 -4.766 0.120 0.060 0.160
H -1.143 1.667 -4.714 0.056 0.133 0.159
H -0.324 2.603 -3.448 0.167 0.074 -0.137
H -4.336 3.472 -4.748 -0.062 0.256 -0.032
H -5.182 2.246 -3.807 0.300 0.019 -0.128
H -4.036 1.795 -5.118 -0.108 0.153 0.457
H -3.501 0.141 -2.852 -0.003 -0.062 -0.152
H -3.393 0.902 -1.290 -0.092 -0.022 0.282
H -1.123 -2.921 -1.288 0.202 -0.059 0.341
H -2.124 -2.746 -2.634 -0.484 -0.303 -1.443
H -4.011 -4.809 -0.583 -0.159 0.001 -0.024
H -4.087 -4.223 1.083 -0.043 -0.322 0.341
H -2.506 -4.683 0.309 -0.523 0.326 0.219
H -5.498 -2.435 -1.708 0.129 0.023 0.098
H -5.149 -0.775 -1.280 0.166 -0.394 0.407
H -5.770 -1.947 -0.055 0.398 0.231 -0.320
H -3.160 -0.246 0.867 -0.316 0.118 -0.271
H -1.746 -1.243 1.095 -0.686 -0.295 0.349
H -3.327 -1.618 1.875 -0.342 -0.429 1.546
S 0.820 -6.618 -1.028 0.146 -0.388 0.303
C 1.065 -4.985 -0.468 -0.039 -0.809 -0.220
C 0.596 -4.454 0.723 -0.791 -0.465 0.329
C 0.708 -3.116 0.952 -0.030 0.550 0.350
N 1.334 -2.278 0.092 -0.564 0.583 0.893
C 1.810 -2.794 -1.028 0.827 -0.318 -1.215
C 1.724 -4.143 -1.342 0.167 1.087 -0.547
C 0.035 -7.434 0.371 1.360 0.791 -0.346
C -1.298 -7.680 0.285 -1.447 -0.779 0.001
C -1.940 -8.232 1.392 -0.169 -0.062 0.147
N -1.280 -8.565 2.499 -1.247 0.115 -0.412
C 0.021 -8.352 2.529 0.259 -0.838 0.597
C 0.751 -7.789 1.514 0.746 0.735 -0.502
H 0.022 -5.079 1.398 0.180 0.112 0.111
H 0.241 -2.677 1.839 0.357 -0.053 -0.271
H 2.296 -2.086 -1.731 -0.289 -0.575 0.429
H 2.086 -4.496 -2.298 0.101 -0.019 0.022
H -1.876 -7.593 -0.627 0.185 0.482 -0.034
H -3.030 -8.398 1.352 0.656 -0.049 0.187
H 0.488 -8.774 3.401 0.433 0.253 0.321
H 1.835 -7.599 1.625 -0.820 -0.224 -0.197
```
Positions in Å, forces in eV/Å.

Löwdin atomic charge list, values in e, 2 entries:
1. Sm 1.661
2. O -0.056